[1]
Computed, not measured: a 11-piece molecular cluster, C30H60BO30S4 overall in a non-equilibrium geometry, with ωB97M-V/def2-TZVPD.

Results
orbital gap: 7.49 eV
molecular weight: 1039.9 g/mol
HOMO level: -5.6 eV

ORCA input file:
```
! wB97M-V def2-TZVPD RIJCOSX def2/J DEFGRID3
* xyz -1 1
O 0.730 -0.340 3.690
C 0.621 -0.542 2.503
O -0.013 -1.616 2.022
B -0.235 -1.352 0.577
O 0.794 -0.337 0.195
C 1.197 0.294 1.340
O 1.803 1.377 1.390
O -1.574 -0.768 0.301
C -2.223 -1.520 -0.476
O -3.424 -1.374 -0.669
C -1.288 -2.740 -0.900
O -0.121 -2.593 -0.279
O -1.640 -3.669 -1.689
C -0.332 4.548 2.255
S -0.198 5.640 0.807
O -1.520 5.612 0.051
C -0.181 7.238 1.754
H -0.142 3.493 2.059
H -1.306 4.733 2.709
H 0.424 4.734 3.018
H -1.119 7.393 2.288
H 0.029 8.076 1.090
H 0.551 7.251 2.561
C 3.192 2.676 3.633
S 3.238 3.968 2.314
O 2.901 5.305 2.957
C 5.124 4.123 2.137
H 3.741 1.862 3.158
H 2.142 2.404 3.734
H 3.622 3.033 4.569
H 5.355 5.049 1.611
H 5.602 3.354 1.531
H 5.783 4.208 3.001
C -2.564 1.850 1.629
S -3.736 3.280 1.499
O -3.539 3.715 0.078
C -5.356 2.443 1.653
H -2.451 1.509 2.658
H -1.539 1.971 1.277
H -2.955 1.047 1.005
H -5.215 1.505 1.116
H -6.232 3.035 1.389
H -5.508 2.200 2.704
C 1.344 3.568 -1.538
S -0.239 2.750 -0.990
O -1.398 3.623 -1.389
C 0.031 1.323 -2.143
H 2.119 3.106 -0.926
H 1.311 4.642 -1.352
H 1.565 3.430 -2.597
H 0.976 0.813 -1.956
H -0.027 1.646 -3.182
H -0.687 0.523 -1.961
C -6.248 0.444 6.045
O -5.161 0.449 5.172
C -4.805 -0.633 4.474
O -5.474 -1.717 4.393
O -3.717 -0.277 3.860
C -3.017 -1.360 3.124
H -6.398 -0.422 6.689
H -7.203 0.583 5.539
H -6.203 1.246 6.782
H -1.955 -1.142 3.015
H -3.512 -1.578 2.178
H -2.970 -2.315 3.648
C 1.207 -0.242 -6.208
O 0.531 -1.509 -6.308
C -0.587 -1.729 -5.615
O -1.154 -0.902 -4.862
O -1.142 -2.985 -6.005
C -2.335 -3.452 -5.337
H 0.563 0.416 -6.792
H 2.167 -0.425 -6.691
H 1.357 0.110 -5.188
H -2.056 -3.806 -4.344
H -2.781 -4.221 -5.966
H -3.082 -2.666 -5.220
C 6.790 -0.166 4.873
O 5.809 -0.232 3.876
C 5.995 0.354 2.709
O 6.829 1.168 2.405
O 5.125 -0.122 1.816
C 5.012 0.265 0.429
H 7.225 0.820 5.035
H 7.529 -0.913 4.583
H 6.343 -0.501 5.809
H 4.005 0.468 0.064
H 5.393 -0.560 -0.174
H 5.584 1.182 0.292
C 2.502 -1.733 -2.877
O 3.777 -1.085 -2.758
C 3.903 0.249 -2.833
O 3.008 1.026 -3.105
O 5.182 0.541 -2.634
C 5.619 1.908 -2.819
H 2.697 -2.742 -3.240
H 1.808 -1.412 -3.654
H 1.986 -1.720 -1.917
H 6.708 1.956 -2.795
H 5.109 2.461 -2.030
H 5.427 2.329 -3.805
C -9.536 -3.874 -2.273
O -8.320 -3.177 -2.455
C -7.199 -3.932 -2.606
O -7.173 -5.172 -2.609
O -6.169 -3.093 -2.870
C -4.820 -3.530 -2.756
H -9.399 -4.939 -2.083
H -10.082 -3.857 -3.216
H -10.167 -3.415 -1.512
H -4.455 -3.604 -1.731
H -4.247 -2.685 -3.138
H -4.669 -4.468 -3.291
C 2.156 -6.866 -1.295
O 2.437 -5.938 -0.259
C 2.951 -4.792 -0.520
O 3.407 -4.404 -1.592
O 2.908 -4.046 0.632
C 3.247 -2.677 0.562
H 1.091 -7.067 -1.412
H 2.545 -7.835 -0.982
H 2.686 -6.555 -2.195
H 2.537 -2.200 -0.113
H 4.291 -2.515 0.296
H 3.159 -2.273 1.570
*
```

[2]
Computed, not measured: C21H11Br4CrN2O4S as an isolated structure in a non-equilibrium geometry, with ωB97M-V/def2-TZVPD.

Results
expectation value of S²: 6.022
energy above the lowest of the compared OMol25 structures with the same formula, charge and spin: 4.5 kcal/mol
orbital gap (spin up / spin down): 5.97 / 6.26 eV
molecular weight: 759.0 g/mol
HOMO level (spin up / spin down): -4.0 / -4.4 eV

ORCA input file:
```
! wB97M-V def2-TZVPD RIJCOSX def2/J DEFGRID3
* xyz -1 5
Cr -1.168 -0.310 -0.761
Br -4.423 -6.376 -0.569
C -3.684 -4.743 -1.168
C -3.816 -4.354 -2.495
Br -4.730 -5.466 -3.723
C -3.265 -3.138 -2.927
Br -3.412 -2.565 -4.729
C -2.584 -2.310 -2.048
O -2.030 -1.161 -2.337
C -2.431 -2.723 -0.685
O -1.746 -1.896 0.061
C -2.991 -3.922 -0.266
Br -2.766 -4.384 1.554
O -0.654 1.666 3.018
S -0.343 0.440 2.321
O -1.134 -0.708 2.625
N -0.266 0.682 0.709
C 0.372 1.839 0.289
C 1.098 2.749 1.049
C 1.690 3.864 0.442
C 1.588 4.112 -0.903
C 0.857 3.222 -1.713
C 0.677 3.376 -3.104
C -0.062 2.448 -3.792
C -0.623 1.364 -3.115
N -0.475 1.178 -1.810
C 0.256 2.094 -1.110
C 1.340 0.018 2.766
C 2.089 -0.817 1.953
C 3.367 -1.178 2.350
C 3.883 -0.711 3.551
C 3.118 0.112 4.367
C 1.840 0.480 3.973
H 1.186 2.614 2.114
H 2.247 4.554 1.064
H 2.057 4.981 -1.346
H 1.122 4.222 -3.613
H -0.214 2.544 -4.858
H -1.211 0.615 -3.631
H 1.663 -1.179 1.026
H 3.961 -1.834 1.726
H 4.885 -0.989 3.855
H 3.512 0.463 5.312
H 1.219 1.125 4.581
*
```

[3]
Computed, not measured: a 2-piece molecular cluster, CH4N3O overall in a non-equilibrium geometry, with ωB97M-V/def2-TZVPD.

Results
energy above the lowest of the compared OMol25 structures with the same formula, charge and spin: 87.3 kcal/mol
orbital gap (spin up / spin down): 9.43 / 7.64 eV
molecular weight: 74.1 g/mol
HOMO level (spin up / spin down): -15.0 / -13.9 eV

ORCA input file:
```
! wB97M-V def2-TZVPD RIJCOSX def2/J DEFGRID3
* xyz 1 1
C 0.160 -0.084 -0.050
N -0.653 1.020 2.074
N 1.396 -0.450 -0.091
N -0.750 -0.196 -0.963
O -1.703 1.375 1.920
H 1.997 -0.324 0.710
H 1.812 -0.900 -0.906
H -1.686 0.152 -0.811
H -0.572 -0.594 -1.883
*
```

[4]
Computed, not measured: an isolated ion of composition C3H4NO and charge +1 in a non-equilibrium geometry, with ωB97M-V/def2-TZVPD.

Results
SMILES: C=CC=[N+]=O
energy above the lowest of the compared OMol25 structures with the same formula, charge and spin: 89.3 kcal/mol
orbital gap: 7.68 eV
molecular weight: 70.1 g/mol
HOMO level: -15.5 eV

ORCA input file:
```
! wB97M-V def2-TZVPD RIJCOSX def2/J DEFGRID3
* xyz 1 1
C 1.203 -1.024 0.377
C 0.338 -0.024 0.586
C -0.503 0.452 -0.466
N -1.588 1.078 -0.408
O -2.555 1.605 -0.685
H 1.566 -1.406 -0.657
H 1.772 -1.390 1.262
H -0.010 0.360 1.457
H -0.223 0.348 -1.466
*
```